Record 1
{"formula": "C31H47ClHfO2P2", "method": "the ωB97M-V functional and the def2-TZVPD basis", "total_charge": 2, "energy_ev": -69394.6798, "homo_energy_ev": [-11.51, -11.48], "symbols": ["Hf", "C", "C", "C", "C", "C", "C", "H", "H", "H", "C", "H", "H", "H", "C", "H", "H", "H", "C", "H", "H", "H", "C", "H", "H", "H", "C", "C", "C", "C", "C", "C", "C", "C", "H", "H", "H", "H", "H", "H", "H", "H", "H", "H", "H", "H", "P", "P", "C", "C", "H", "H", "H", "H", "C", "H", "H", "H", "C", "H", "H", "H", "C", "H", "H", "H", "C", "H", "H", "H", "Cl", "C", "C", "C", "C", "C", "C", "C", "O", "O", "H", "H", "H", "H"], "coordinates": [[0.778176, 1.495321, 0.730272], [0.967132, 2.478858, 2.887164], [-0.281291, 1.786899, 3.107534], [1.421881, 0.260807, 3.421732], [2.031114, 1.495361, 3.068266], [0.028241, 0.462341, 3.562634], [1.130247, 3.960174, 2.867323], [0.294782, 4.451446, 3.396283], [1.159356, 4.375677, 1.838556], [2.070123, 4.255091, 3.359046], [3.481369, 1.798070, 3.272475], [3.996868, 2.030606, 2.323742], [4.017418, 0.949579, 3.713076], [3.616246, 2.659650, 3.946951], [2.181715, -0.975862, 3.762090], [2.657206, -0.883648, 4.749650], [2.974159, -1.156751, 3.021206], [1.524900, -1.851883, 3.785134], [-0.910350, -0.477347, 4.228594], [-0.824108, -0.400793, 5.324715], [-0.688548, -1.520026, 3.962131], [-1.953577, -0.262579, 3.976459], [-1.603868, 2.464097, 3.247862], [-1.651696, 3.039925, 4.194136], [-2.432359, 1.735909, 3.265629], [-1.793820, 3.168760, 2.420584], [0.155723, 1.846642, -1.728962], [-0.554997, 2.635830, -0.802151], [-1.987970, 2.295556, -0.401619], [-2.239179, 0.784838, -0.155667], [-1.108150, 0.056556, 0.550657], [0.012105, -0.542918, -0.063714], [0.133681, -0.711884, -1.574553], [-0.293948, 0.556540, -2.353509], [-2.662124, 2.685191, -1.193736], [-2.572942, 0.283333, -1.072367], [-2.265805, 2.869855, 0.509803], [-1.389333, 0.562054, -2.520752], [0.971096, 2.295487, -2.301971], [-0.368237, 3.724737, -0.838227], [0.168155, 0.531787, -3.363713], [1.187985, -0.947062, -1.831401], [0.655874, -1.229376, 0.532809], [-0.445979, -1.592945, -1.942464], [-3.117686, 0.723972, 0.506263], [-1.389708, -0.279122, 1.558564], [-2.219156, -3.530187, -2.988649], [-2.328671, -6.129538, -1.566999], [-3.098071, -4.882780, -3.953696], [-2.729747, -6.258554, -3.398637], [-2.796060, -4.796462, -5.005939], [-4.182719, -4.705330, -3.891119], [-3.553434, -6.977976, -3.519028], [-1.836489, -6.666944, -3.898927], [-1.857665, -7.906081, -1.389828], [-1.714591, -8.126145, -0.322503], [-0.914314, -8.074430, -1.927575], [-2.643764, -8.553755, -1.803806], [-4.074503, -6.296929, -0.968086], [-4.609072, -7.067442, -1.540162], [-4.593872, -5.335704, -1.058571], [-4.039433, -6.585013, 0.090351], [-0.915665, -3.178322, -4.240207], [-0.411166, -2.237019, -3.992415], [-1.362636, -3.115261, -5.240420], [-0.177149, -3.989981, -4.226406], [-3.419801, -2.184857, -3.323622], [-4.339975, -2.396507, -2.764079], [-3.649496, -2.121729, -4.394581], [-3.002755, -1.232891, -2.970840], [5.985912, 7.887997, 1.232928], [5.169991, 6.519911, 0.615727], [4.965971, 6.385568, -0.767502], [4.302193, 5.259881, -1.273047], [3.803474, 4.299203, -0.380035], [4.037924, 4.436869, 0.990882], [4.714209, 5.532816, 1.505130], [3.007414, 3.166366, -0.925486], [2.973874, 2.947172, -2.127428], [2.329437, 2.444376, -0.002458], [5.336442, 7.165622, -1.426069], [4.183696, 5.125457, -2.344528], [3.687055, 3.666242, 1.671563], [4.892739, 5.623601, 2.579536]], "forces_ev_per_a": [[3.73, 1.98, 4.37], [0.17, -1.03, -0.32], [0.56, -0.46, 0.53], [0.78, 0.60, -0.63], [-0.77, 0.24, 0.24], [-0.65, 1.02, -0.93], [-0.11, 0.83, -0.26], [0.38, -0.19, -0.22], [0.06, 0.03, 0.49], [-0.34, -0.07, -0.21], [0.59, 0.03, -0.58], [-0.11, -0.18, 0.50], [-0.24, 0.17, -0.07], [-0.12, -0.26, -0.25], [0.06, -0.31, -0.10], [-0.11, -0.03, -0.23], [-0.16, -0.01, 0.32], [0.20, 0.13, 0.03], [-0.21, -0.44, -0.37], [0.06, 0.06, -0.31], [-0.13, 0.20, 0.13], [0.13, -0.07, 0.07], [-0.57, 0.22, 0.03], [0.00, -0.25, -0.46], [0.29, 0.33, -0.02], [0.03, -0.13, 0.47], [-1.91, 1.86, -0.84], [-0.38, -0.43, -2.80], [-0.20, 0.15, 0.55], [-0.81, 0.33, 0.30], [-0.50, -3.35, -0.77], [-2.76, -1.10, -0.28], [0.99, 0.36, -0.17], [-0.28, -0.36, -0.63], [0.37, -0.28, 0.30], [0.44, -0.03, 0.26], [0.21, -0.39, -0.60], [0.67, 0.10, 0.15], [0.31, 0.08, 0.83], [0.63, -0.53, 0.40], [-0.21, -0.09, 0.65], [-0.52, 0.16, 0.20], [-0.39, 0.56, 0.07], [0.02, 0.36, 0.64], [0.36, -0.03, -0.12], [0.61, 0.37, -0.34], [-0.34, 0.23, -0.55], [-0.42, -1.51, -0.42], [0.10, 0.09, 0.22], [0.30, 0.06, 0.37], [-0.26, 0.09, 0.17], [0.33, -0.03, 0.05], [0.33, 0.13, -0.08], [-0.29, 0.15, 0.11], [0.07, 0.07, 0.22], [0.02, -0.11, -0.34], [-0.24, -0.07, 0.22], [0.27, 0.06, 0.14], [0.21, 0.25, 0.20], [0.10, 0.21, 0.18], [-0.05, -0.20, 0.08], [-0.16, 0.11, -0.21], [-0.02, 0.08, -0.04], [0.05, -0.15, -0.22], [0.23, 0.09, 0.14], [-0.11, 0.22, -0.02], [0.01, 0.14, -0.25], [0.19, 0.13, -0.13], [-0.07, 0.17, 0.20], [-0.18, -0.01, -0.13], [0.08, 0.16, 0.02], [-0.45, -0.71, -0.22], [-0.13, -0.41, 0.18], [0.30, 0.45, 0.52], [-0.08, 0.00, 0.07], [-0.12, 0.10, 0.12], [0.11, 0.08, -0.26], [1.46, 1.10, -1.72], [-0.64, -0.43, 1.68], [-0.68, -1.00, 0.09], [-0.05, -0.19, 0.05], [-0.09, 0.07, 0.21], [0.05, 0.41, -0.27], [-0.01, 0.05, -0.42]], "mulliken_charge": [0.8165, 0.6817, 0.9064, 0.0168, 0.6783, 0.9179, -1.0753, 0.4814, 0.1133, 0.3029, -1.5334, 0.3689, 0.5335, 0.3279, -2.0151, 0.4042, 0.4164, 0.4010, -1.6534, 0.3434, 0.5052, 0.3677, -1.7158, 0.4229, 0.3687, 0.3157, -0.5861, -0.2567, -0.7539, -0.9691, 0.1927, -0.8738, 0.0929, -0.3789, 0.5483, -0.0233, 0.1733, -0.0561, 0.5923, 0.6517, 0.7328, 0.4595, 0.9530, -0.7701, 0.5336, 0.8729, 0.4718, 0.1768, -0.8812, -0.9439, 0.4487, 0.4519, 0.5178, 0.4389, -1.1090, 0.3774, 0.3510, 0.3229, -1.1395, 0.3724, 0.2754, 0.3896, -1.0426, 0.2000, 0.4294, 0.3249, -1.0103, 0.3608, 0.4105, 0.0886, -0.1586, 0.2919, -0.6152, -0.7023, 0.0648, 0.6846, -1.1062, 0.2228, -0.6633, -0.7478, 0.4416, 0.5042, 0.2284, 0.4402]}

***

Record 2
{"formula": "CH3N2O2", "method": "the ωB97M-V functional and the def2-TZVPD basis", "total_charge": -1, "energy_ev": -8156.3762, "homo_energy_ev": [-2.97, -2.96], "symbols": ["C", "N", "N", "O", "O", "H", "H", "H"], "coordinates": [[0.579688, 0.514194, 0.233529], [1.081374, -0.658113, 0.574545], [-1.172390, 0.107723, -0.798540], [-0.991470, -0.364261, -1.957862], [0.859465, -1.087023, 1.764497], [0.088435, 1.171487, 0.959797], [1.012098, 0.980289, -0.640062], [-1.457201, -0.664298, -0.135902]], "forces_ev_per_a": [[-0.26, 0.64, 0.03], [0.26, -0.66, 0.46], [-0.08, -0.39, -0.69], [-0.26, 0.25, 0.93], [-0.20, 0.32, -0.40], [0.15, -0.23, 0.11], [-0.04, -0.08, -0.12], [0.42, 0.14, -0.33]], "nbo_charge": [-0.2747, -0.0923, -0.1556, -0.4855, -0.5767, 0.1465, 0.1737, 0.2647]}